Record 1
A cluster of 4 separate species, C23H40BBrCl2O13 in total. Source: OMol25; level of theory: ωB97M-V with the def2-TZVPD basis set.

XYZ file:
```
80
Properties=species:S:1:pos:R:3:forces:R:3:lowdin_charge:R:1
C 6.275 -1.716 0.792 0.021 0.054 -0.169 -0.095
C 5.122 -2.507 0.177 0.021 0.100 0.230 -0.238
C 4.378 -3.300 1.251 0.122 -0.080 0.112 -0.108
C 3.333 -4.360 0.791 -0.564 0.097 0.027 -0.198
B 3.224 -5.513 1.905 0.071 -0.128 -0.096 -0.582
O 3.928 -6.688 1.779 -0.437 0.086 0.078 0.191
O 2.439 -5.359 3.012 0.592 0.122 0.102 0.069
C 2.341 -4.145 3.745 -0.522 -0.117 0.233 -0.046
C 1.920 -3.788 0.515 0.446 -0.172 -0.298 -0.122
C 1.926 -3.432 -0.986 0.140 0.005 -0.101 -0.785
Br 0.238 -4.056 -1.828 -0.048 0.083 -0.039 0.777
C 2.119 -1.982 -1.403 -0.135 -0.125 0.125 -0.688
Cl 3.214 -1.743 -2.724 0.013 -0.039 -0.088 0.786
C 1.483 -0.919 -0.914 0.015 0.143 0.017 -0.723
C 1.698 0.509 -1.301 0.067 -0.002 0.148 -0.122
Cl 0.214 -1.108 0.260 -0.022 -0.001 -0.010 0.735
O 2.939 -4.229 -1.543 -0.047 -0.106 0.204 -0.059
C 3.684 -4.893 -0.580 0.235 0.031 -0.164 -0.407
O 4.482 -5.707 -0.918 -0.009 0.094 0.036 0.182
H 5.960 -1.198 1.702 0.027 -0.044 0.010 0.071
H 7.120 -2.367 1.025 -0.062 -0.001 0.136 0.077
H 6.636 -0.957 0.097 0.016 -0.023 0.001 0.073
H 4.436 -1.801 -0.295 0.014 -0.134 -0.096 0.076
H 5.517 -3.178 -0.589 -0.088 0.074 -0.073 0.119
H 3.860 -2.586 1.900 0.012 -0.079 0.049 0.123
H 5.125 -3.797 1.882 0.019 -0.001 -0.072 0.133
H 3.485 -7.411 1.332 0.223 -0.129 -0.119 0.118
H 1.736 -4.355 4.626 0.016 -0.010 -0.010 0.099
H 1.835 -3.357 3.186 0.155 0.051 -0.050 0.084
H 3.320 -3.814 4.094 0.018 0.058 -0.144 0.089
H 1.198 -4.598 0.613 -0.140 0.166 0.257 0.108
H 1.661 -2.976 1.177 -0.117 0.117 -0.118 0.066
H 1.822 1.107 -0.397 -0.030 -0.010 0.003 0.081
H 2.586 0.622 -1.916 -0.081 0.007 -0.058 0.052
H 0.824 0.899 -1.825 0.021 -0.003 -0.039 0.074
C 1.776 0.149 9.016 0.108 0.012 -0.012 -0.064
C 1.423 -0.147 7.576 -0.158 0.000 0.026 -0.207
O 2.566 -0.021 6.706 0.049 -0.012 0.012 0.036
C 3.414 -1.046 6.729 -0.043 -0.002 -0.061 -0.615
O 3.292 -2.060 7.366 0.015 0.020 -0.006 0.120
O 4.425 -0.767 5.903 0.020 -0.002 0.006 0.003
C 5.457 -1.758 5.880 0.074 -0.080 -0.045 -0.036
H 2.233 1.135 9.101 -0.035 0.014 0.008 0.082
H 0.873 0.131 9.626 -0.007 0.003 -0.002 0.081
H 2.470 -0.593 9.407 -0.023 -0.020 -0.005 0.076
H 0.714 0.581 7.189 0.032 0.012 -0.026 0.122
H 0.997 -1.143 7.464 0.055 -0.023 0.009 0.122
H 5.043 -2.744 5.678 -0.018 -0.003 0.036 0.083
H 5.984 -1.777 6.832 -0.029 -0.025 0.018 0.100
H 6.139 -1.471 5.085 -0.040 0.080 -0.004 0.092
C -2.471 4.313 -4.818 0.096 -0.079 0.008 -0.063
C -3.519 3.267 -5.125 -0.148 0.159 -0.009 -0.204
O -2.933 1.975 -5.375 0.057 0.001 0.011 0.039
C -2.551 1.303 -4.293 -0.079 -0.042 0.004 -0.613
O -2.683 1.658 -3.148 0.050 0.024 -0.015 0.118
O -2.006 0.152 -4.686 0.000 0.030 -0.006 0.010
C -1.541 -0.676 -3.617 0.026 -0.144 0.018 -0.033
H -1.733 4.359 -5.619 -0.024 0.034 -0.018 0.081
H -2.946 5.290 -4.724 -0.008 0.002 -0.007 0.079
H -1.958 4.087 -3.884 -0.030 0.007 0.017 0.074
H -4.048 3.507 -6.045 0.014 -0.057 -0.021 0.123
H -4.250 3.183 -4.321 0.043 -0.037 0.033 0.122
H -2.334 -0.861 -2.896 0.001 0.023 0.006 0.101
H -0.698 -0.206 -3.114 0.004 0.020 0.035 0.076
H -1.222 -1.607 -4.074 -0.002 0.018 -0.033 0.090
C -8.719 5.108 -1.967 -0.030 -0.048 -0.093 -0.065
C -7.465 5.790 -2.464 0.031 0.047 0.141 -0.207
O -7.149 5.415 -3.819 0.012 -0.032 -0.030 0.030
C -7.877 6.008 -4.762 0.019 0.010 -0.001 -0.615
O -8.740 6.830 -4.586 0.005 -0.012 -0.003 0.123
O -7.480 5.542 -5.948 -0.005 -0.006 0.015 0.000
C -8.205 6.069 -7.064 0.025 0.002 -0.040 -0.037
H -8.630 4.026 -2.069 0.014 -0.001 0.037 0.082
H -8.873 5.345 -0.914 0.007 -0.001 0.005 0.081
H -9.591 5.442 -2.526 0.005 0.027 0.011 0.075
H -6.595 5.471 -1.893 0.016 -0.012 -0.036 0.122
H -7.545 6.874 -2.404 -0.043 -0.002 -0.047 0.123
H -8.192 7.157 -7.052 -0.008 0.001 0.010 0.095
H -9.235 5.718 -7.047 -0.008 0.021 0.020 0.098
H -7.695 5.693 -7.946 -0.002 -0.011 0.005 0.093
```
Positions in Å, forces in eV/Å.

Summary:
ΔE to the lowest compared entry with this formula, charge and spin	0.0	kcal/mol
highest occupied orbital energy	-9.507	eV
LUMO energy	0.25	eV

***

Record 2
A cluster of 11 separate species, C5H32N2O10 in total at a distorted geometry. Source: OMol25; level of theory: ωB97M-V with the def2-TZVPD basis set.

XYZ file:
```
49
Properties=species:S:1:pos:R:3:forces:R:3:nbo_charge:R:1
H 0.495 2.931 1.007 -0.222 -0.822 -0.410 0.351
N -0.313 3.453 0.717 0.292 2.427 0.721 -0.754
C -1.279 3.006 0.053 0.174 -1.592 -0.459 0.290
N -1.366 1.685 -0.370 0.526 -1.287 -0.486 -0.655
C -0.074 0.976 -0.403 0.773 0.744 1.044 -0.247
C -0.002 -0.462 -0.960 0.487 1.626 0.955 -0.393
C 1.297 -0.653 -1.750 -0.523 -0.204 -0.046 -0.411
C 2.531 0.036 -1.167 -0.080 -0.207 -0.280 -0.624
H -2.115 3.657 -0.176 -0.139 -0.077 -0.100 0.183
H -1.805 1.428 -1.246 -0.659 0.943 0.083 0.411
H 0.314 0.964 0.625 -0.217 -0.338 0.048 0.179
H 0.672 1.637 -0.856 -0.175 -0.099 -0.570 0.192
H -0.001 -1.058 -0.051 -0.067 -0.574 -0.340 0.201
H -0.887 -0.657 -1.543 -0.283 -0.372 -0.385 0.194
H 1.454 -1.719 -1.803 0.188 -0.263 -0.101 0.222
H 1.123 -0.333 -2.777 0.143 0.143 -0.019 0.217
H 2.623 1.041 -1.577 0.132 0.074 0.181 0.213
H 2.511 0.086 -0.076 0.017 -0.017 0.009 0.197
H 3.410 -0.536 -1.462 0.130 0.139 0.047 0.215
O 0.005 -2.048 2.951 0.104 0.111 -0.274 -0.981
H -0.563 -1.648 2.279 -0.084 0.171 -0.031 0.490
H -0.608 -2.152 3.687 -0.142 -0.149 0.100 0.506
O 0.960 1.647 3.692 -0.236 -0.664 0.315 -0.949
H 1.459 2.394 3.389 0.331 0.663 -0.124 0.480
H 1.159 1.551 4.629 0.110 0.021 -0.026 0.484
O -2.919 -1.836 3.489 0.148 0.033 0.157 -0.975
H -2.818 -0.887 3.352 0.034 0.351 0.244 0.486
H -2.774 -2.154 2.593 -0.184 -0.229 -0.195 0.484
O -2.286 -1.635 0.757 0.149 -0.393 0.049 -0.974
H -2.627 -0.870 0.292 -0.065 0.263 -0.049 0.488
H -1.886 -2.197 0.082 0.012 -0.050 -0.033 0.498
O 1.721 3.638 -2.091 -0.273 0.141 0.298 -0.959
H 2.571 3.919 -1.739 0.107 -0.051 -0.172 0.480
H 1.101 3.932 -1.408 0.004 0.008 0.025 0.481
O -0.295 -2.248 -4.153 0.211 -0.284 -0.388 -0.954
H -0.878 -1.489 -4.228 -0.074 -0.016 0.319 0.468
H -0.318 -2.583 -3.250 -0.123 0.251 0.168 0.488
O 0.155 -3.545 -1.133 -0.163 -0.152 -0.344 -0.995
H 0.812 -3.485 -0.422 0.089 0.224 0.513 0.507
H 0.383 -4.393 -1.521 -0.233 -0.225 -0.215 0.473
O 1.603 -3.537 1.213 -0.328 -0.175 -0.442 -0.993
H 2.518 -3.347 1.411 0.066 0.219 0.241 0.481
H 1.023 -3.047 1.828 0.338 -0.063 0.329 0.515
O -1.675 1.116 2.918 -0.339 -0.332 0.215 -0.980
H -1.414 1.178 1.992 0.056 0.069 0.108 0.471
H -0.866 1.225 3.445 -0.094 0.092 -0.530 0.497
O -0.842 2.056 -3.235 -0.492 -0.638 0.324 -0.973
H -1.054 2.265 -4.146 0.302 0.370 0.019 0.484
H -0.236 2.700 -2.861 0.271 0.191 -0.493 0.493
```
Positions in Å, forces in eV/Å.

Summary:
ΔE to the lowest compared entry with this formula, charge and spin	46.9	kcal/mol
highest occupied orbital energy	-9.527	eV
LUMO energy	0.16	eV

***

The lowest ΔE to the lowest compared entry with this formula, charge and spin belongs to which entry? C23H40BBrCl2O13

***

What is the highest occupied orbital energy in the first record? -9.507 eV